ORCA calculation (wB97M-V/def2-TZVPD) on a cluster of 14 separate species, C70H162N6O22 in total at a distorted geometry.

```
260
Properties=species:S:1:pos:R:3:forces:R:3:mulliken_charge:R:1
C -1.5039 10.7675 22.6748 -1.175 -0.192 -1.591 -2.33
C -0.3825 11.7718 22.6345 0.741 -0.276 -0.259 2.23
C 0.1946 11.8271 24.0579 -1.328 0.129 0.684 -1.51
C 1.4414 12.6629 24.1743 -0.154 1.187 0.446 0.21
C 2.5086 12.0565 23.2903 0.869 -0.216 0.733 -1.44
C 2.1239 11.7462 21.8519 -2.010 0.866 0.814 2.62
N 0.7394 11.1091 21.8583 -0.092 1.031 -1.479 -0.07
O 0.3604 10.9422 20.4482 -0.115 0.273 0.770 -0.49
C 2.1462 13.0933 21.0751 0.924 -0.263 -0.537 -0.86
C 3.0674 10.7419 21.3067 0.116 -0.654 -3.502 -2.08
C -1.0033 13.1324 22.1438 -0.032 -1.041 -0.445 -0.22
H -1.1075 9.8340 22.9420 0.627 -1.408 0.583 0.63
H -2.0328 10.5543 21.6987 0.655 0.706 0.831 0.27
H -2.2497 11.0293 23.4077 -0.344 0.306 0.271 0.40
H -0.6857 12.1522 24.6837 1.101 -0.004 -0.184 0.40
H 0.4632 10.8155 24.4139 -0.334 0.161 -0.388 0.29
H 1.8293 12.6245 25.2211 -0.377 0.302 -0.677 0.44
H 1.2368 13.7299 23.9118 0.162 -0.636 0.256 -0.32
H 2.7749 11.1092 23.8388 0.307 0.747 -0.809 0.35
H 3.3696 12.7687 23.1948 -0.348 -0.888 0.504 0.34
H 1.5889 13.8712 21.6034 0.218 -0.195 -0.132 -0.58
H 3.2049 13.4501 20.9740 -0.751 -0.291 0.174 0.69
H 1.7687 13.0064 20.0362 0.064 0.088 0.680 -0.23
H 3.0067 9.7302 21.7008 -0.258 0.175 0.407 0.47
H 2.8339 10.6392 20.1729 0.413 -0.004 1.709 0.22
H 4.0959 11.0758 21.3364 0.306 0.216 0.277 0.40
H -0.2377 13.8623 21.8956 -0.257 0.217 0.129 -0.35
H -1.6853 13.5270 22.9451 0.548 -0.339 -0.866 0.40
H -1.5765 12.8860 21.1945 0.483 0.553 1.165 -0.11
H 0.2337 11.8273 20.0393 0.006 -0.332 0.540 0.27
C -1.3622 20.9366 23.9992 -0.864 1.216 0.271 0.80
C -1.0261 22.0606 25.0578 -2.142 -0.834 -0.140 2.36
C 0.2800 21.8403 25.7394 0.493 -1.771 -0.526 -2.55
C 1.4646 21.8853 24.8149 0.766 1.926 0.255 1.94
C 1.4545 23.3186 24.2322 -1.248 0.188 -0.528 -2.08
C 0.0878 23.7618 23.5293 0.334 -1.526 0.470 2.69
N -1.0509 23.3929 24.4500 0.685 1.193 -0.268 -0.40
O -2.2755 23.5782 23.7017 -0.020 0.097 0.429 -0.13
C 0.0774 25.2434 23.2742 -0.033 -1.079 -1.566 -2.42
C -0.0641 23.1247 22.1330 0.209 -0.957 0.270 -0.50
C -2.0768 22.0384 26.2390 -0.862 0.876 -2.457 -1.68
H -2.0141 20.2136 24.5248 0.551 0.022 -0.609 -0.46
H -0.4386 20.5028 23.6147 -0.297 -0.328 0.002 -0.62
H -1.9446 21.4106 23.1441 0.686 -0.863 1.093 -0.70
H 0.3624 22.5370 26.5335 0.371 1.016 0.732 0.52
H 0.2888 20.8640 26.2380 -0.376 -0.064 -0.114 0.38
H 1.4220 21.1800 23.9783 0.301 -0.297 0.580 -1.07
H 2.3599 21.7938 25.4948 -0.533 -0.359 -1.277 -0.02
H 2.2231 23.5010 23.4762 0.155 -0.025 0.202 0.56
H 1.5791 23.9902 25.0787 0.265 0.329 -0.003 0.35
H -0.6108 25.4236 22.4603 -0.795 0.461 0.203 0.37
H -0.0527 25.8366 24.1073 -0.652 1.248 1.859 0.55
H 0.9880 25.5374 22.8172 1.311 0.139 -0.279 0.51
H -1.1244 23.2273 21.7935 1.040 -0.084 0.030 -0.14
H 0.6483 23.6096 21.4540 -0.350 0.036 -0.061 0.74
H 0.2379 22.0587 22.1577 -0.424 0.591 -0.108 -0.84
H -1.9872 21.1472 26.8313 -0.062 -0.390 0.189 0.37
H -3.1126 22.1891 25.8287 0.772 -0.616 0.337 -0.05
H -1.9234 22.9260 26.8116 0.395 0.512 0.744 0.64
H -2.6336 24.4295 24.0047 0.323 -0.359 0.155 0.29
C -1.2333 26.2321 17.6566 -0.965 -1.113 0.411 -1.74
C -0.5697 24.8077 17.4808 1.422 1.752 0.424 1.53
C -1.3534 23.6552 18.0914 -0.481 0.814 -0.039 -0.54
C -2.5686 23.3206 17.2517 -0.520 0.170 -0.382 -0.19
C -2.0964 22.9145 15.8769 1.791 -0.040 -0.701 -0.92
C -1.3076 24.0309 15.1388 -0.530 0.197 0.719 1.17
N -0.2660 24.4364 16.0929 0.415 -0.651 -0.224 1.19
O 0.5581 25.3971 15.4699 0.386 0.417 0.199 -0.58
C -0.6067 23.5631 13.8537 -1.301 1.241 -0.704 -1.74
C -2.2638 25.2181 14.8397 -0.654 -1.265 -0.031 -1.82
C 0.8293 25.0110 18.1666 -1.116 -1.751 0.347 -2.19
H -0.8903 26.7825 16.8072 0.000 0.730 -0.409 0.37
H -1.0095 26.7901 18.5870 0.371 -0.639 -0.393 0.40
H -2.3305 26.1449 17.6600 0.254 0.228 -0.238 0.32
H -0.7256 22.8010 18.1768 0.705 -0.758 0.219 -0.02
H -1.6625 24.0044 19.0601 -0.107 -0.127 0.767 0.48
H -3.1807 24.2513 17.2482 -0.152 -0.948 -0.174 0.39
H -3.1582 22.4361 17.5647 0.215 0.773 0.592 -0.08
H -2.8696 22.5760 15.2197 -0.750 -0.217 -0.305 0.74
H -1.3974 22.0511 16.0360 -0.434 0.494 -0.262 -0.28
H -1.3967 23.2472 13.1382 0.609 -0.368 0.420 0.43
H -0.1074 24.4027 13.3453 -0.303 -0.030 0.355 0.41
H 0.1837 22.8662 14.0128 0.214 -0.996 0.250 0.12
H -2.6743 25.5720 15.7754 -0.136 0.167 -0.066 0.37
H -1.6650 25.9807 14.4149 0.362 0.994 -0.571 0.46
H -3.1326 24.9749 14.1780 0.852 -0.006 0.313 0.33
H 1.3702 25.8651 17.8808 0.254 1.352 -0.711 0.53
H 1.4676 24.1726 17.9393 0.225 -0.593 -0.049 0.27
H 0.7348 25.0596 19.2451 -0.277 -0.059 0.317 0.35
H 1.4332 24.9735 15.4536 -0.187 0.095 -0.188 0.32
C -4.9629 17.3286 28.1726 -0.430 -0.139 -0.447 -1.86
C -4.1804 17.6163 26.8938 0.394 0.366 -1.661 1.69
C -2.7310 17.1114 27.0939 -1.199 1.227 1.496 -1.38
C -2.0002 17.0059 25.7850 2.714 -0.062 1.061 0.98
C -2.6940 16.0928 24.8424 1.232 -0.682 -1.571 -0.49
C -4.0405 16.6236 24.5215 -0.514 -1.078 0.060 2.24
N -4.7841 16.8379 25.7742 1.370 -0.206 0.300 0.00
O -5.9999 17.4053 25.3830 -0.951 0.325 0.373 -0.44
C -3.8712 17.8078 23.5773 0.183 0.832 0.225 -0.52
C -4.7893 15.5163 23.7903 -0.407 0.329 -1.170 -2.40
C -4.2462 19.1431 26.5469 0.562 0.537 -0.951 -1.40
H -6.0572 17.4001 28.0042 0.632 0.314 0.212 0.35
H -4.6044 18.0535 28.9050 -0.363 -0.182 0.302 0.37
H -4.7667 16.2955 28.5105 0.023 0.484 -0.084 0.43
H -2.3241 17.9103 27.8494 -0.124 -1.782 -1.287 0.32
H -2.8369 16.0943 27.5775 0.532 1.067 -0.381 0.31
H -0.9819 16.6389 26.0547 -0.472 -0.110 -0.409 0.40
H -1.7494 17.9547 25.2998 -0.509 0.159 0.222 -0.63
H -2.6753 15.0249 25.1311 -0.186 0.506 0.251 0.25
H -2.2261 16.1455 23.8233 0.310 -0.412 1.010 -0.56
H -3.2792 17.5103 22.6467 -1.127 0.440 1.207 -0.61
H -4.8936 18.1536 23.4049 0.267 0.203 -0.704 0.63
H -3.3509 18.6488 24.1024 -0.290 -0.800 -0.793 -0.22
H -4.9111 14.6158 24.3722 -0.336 -0.074 0.506 0.59
H -5.7210 15.8620 23.3155 -0.022 -0.134 0.615 0.46
H -4.2321 15.2008 22.9243 0.658 -0.081 -0.449 0.31
H -3.6322 19.6707 25.7158 -0.631 -1.767 1.118 -0.12
H -3.9449 19.7337 27.3982 -0.412 0.196 0.617 0.68
H -5.2781 19.3137 26.2366 -0.012 0.418 0.439 0.50
H -6.5310 16.6183 25.4534 -0.952 -0.067 -0.116 0.39
C -2.0922 19.1517 20.6986 0.523 -0.425 -0.125 -0.56
C -1.1715 18.9694 19.4675 -1.071 -0.676 1.580 2.46
C -0.2075 20.1085 19.4501 1.166 1.243 -1.590 0.00
C 0.8696 20.0981 20.4976 1.281 0.673 -0.150 -1.18
C 1.5833 18.7886 20.4393 0.959 -1.544 0.534 1.66
C 0.6608 17.5269 20.5155 0.437 -0.422 -1.005 3.27
N -0.4415 17.6945 19.5015 0.482 -0.412 -0.224 0.61
O -1.3788 16.5794 19.5446 0.937 1.408 0.997 1.62
C 1.5191 16.3398 20.0283 0.163 -0.509 1.036 -0.88
C 0.2651 17.2437 21.9951 -2.294 1.105 -1.347 0.32
C -1.9978 19.0371 18.2273 -1.824 0.024 -0.987 -1.88
H -1.4830 19.0209 21.6012 -0.598 0.087 -0.065 -0.49
H -2.9625 18.4980 20.6959 0.211 -0.348 0.013 0.47
H -2.4956 20.1453 20.6608 -0.097 0.710 0.181 -0.52
H 0.3422 20.1246 18.4703 -0.593 0.081 0.532 0.11
H -0.8284 21.0152 19.4718 0.333 -0.017 0.076 0.19
H 0.4373 20.1792 21.4528 -0.578 0.480 1.430 -0.83
H 1.6453 20.9245 20.3598 -1.222 -0.839 0.154 0.87
H 2.3209 18.5684 21.2619 -0.758 0.786 -0.430 -1.34
H 2.2260 18.8105 19.5524 -0.385 -0.448 -0.166 -0.70
H 0.9296 15.4299 19.9501 -0.283 -0.010 -0.410 -0.12
H 2.1515 16.4735 19.1574 -0.392 0.388 -0.353 -0.46
H 2.2395 16.0689 20.8023 0.083 0.247 0.297 0.43
H -0.6854 16.6712 22.1270 0.726 0.281 -0.408 -0.92
H 1.0343 16.7649 22.5028 1.378 -0.935 0.805 -0.23
H 0.1179 18.1992 22.4906 -0.083 0.128 0.310 -0.59
H -2.7629 19.8290 18.2398 0.210 0.016 0.579 -0.04
H -2.6015 18.1359 18.0237 0.467 0.125 0.166 0.15
H -1.4404 19.3145 17.3547 0.727 -0.277 -0.622 0.25
H -1.4196 16.3038 18.6184 -0.015 -0.477 -0.020 -0.31
C -6.7015 22.7050 24.3644 -0.017 0.047 -0.518 -2.12
C -6.2500 22.1545 22.9898 -1.346 -1.433 1.521 1.66
C -7.4623 21.3252 22.4721 -0.082 2.735 -1.627 -1.53
C -7.2944 21.0295 20.9679 -0.417 -0.191 0.298 -0.38
C -6.9973 22.2866 20.1573 -0.931 -0.674 -0.805 -1.18
C -5.8280 23.0818 20.6706 0.250 0.298 1.067 1.69
N -6.0563 23.2571 22.1170 -0.691 0.188 -0.868 0.48
O -5.1164 24.1086 22.6414 1.410 0.807 0.658 -0.58
C -4.4806 22.3953 20.3781 -0.207 1.028 0.161 -0.53
C -5.9396 24.5163 20.1182 -0.583 -0.503 1.176 -2.16
C -5.0393 21.2495 23.2716 -0.533 -0.840 -0.618 0.73
H -5.9000 23.1396 24.9472 0.259 0.273 -0.045 0.18
H -7.0549 21.8570 24.9181 -0.374 -0.453 0.472 0.47
H -7.5188 23.4218 24.2459 0.186 -0.008 -0.002 0.51
H -7.5797 20.4430 23.0091 -0.001 -1.654 1.081 0.52
H -8.3761 21.9446 22.6611 0.581 -0.405 -0.299 0.38
H -8.2038 20.5460 20.5526 0.575 0.094 0.281 0.47
H -6.4681 20.3362 20.9182 0.245 -0.509 -0.412 0.08
H -7.8868 22.8964 20.2925 -0.158 0.361 -0.172 0.42
H -6.9408 22.0643 19.0470 0.239 0.207 1.191 0.36
H -3.6871 22.8559 20.9752 0.129 0.151 -0.348 0.26
H -4.4384 21.3553 20.6168 -0.364 -0.734 0.106 -0.11
H -4.2814 22.5046 19.3277 0.397 0.114 -0.439 0.07
H -5.8820 24.3852 19.0848 0.438 0.350 -2.004 0.49
H -6.9850 24.8511 20.3171 0.931 0.055 0.145 0.45
H -5.1870 25.2077 20.5262 -0.393 -0.313 -0.310 0.30
H -4.1897 21.8713 23.3824 1.222 0.531 -0.033 -0.28
H -4.8407 20.4984 22.4494 -0.208 0.603 1.215 -0.63
H -5.1552 20.8081 24.2784 -0.074 -0.351 -0.728 0.01
H -4.2574 23.6353 22.6941 -0.372 0.141 -0.051 0.13
C 3.8387 17.3668 23.8245 -2.352 -0.353 -0.668 -0.57
C 3.8487 18.8279 23.9330 -1.904 2.081 0.748 0.17
O 3.4073 19.3132 25.2224 -1.083 -1.054 -0.578 -0.55
O 2.5438 16.8321 24.2209 0.911 0.689 1.644 -0.39
H 4.5725 16.9175 24.4174 1.396 -0.715 0.884 0.64
H 4.0269 17.1774 22.7687 -0.143 -0.631 -0.058 -0.05
H 3.2056 19.3274 23.1408 0.705 -0.635 0.848 -0.29
H 4.8314 19.1522 23.8664 2.063 0.747 -0.877 0.61
H 4.1106 19.7481 25.6886 0.778 0.379 0.248 0.26
H 2.4983 17.0945 25.1991 -0.180 -0.483 -2.023 0.27
C 1.0164 16.7432 15.2866 2.207 -0.612 -0.271 -1.18
C 1.6006 17.0093 16.6779 0.865 -0.869 0.134 0.57
O 1.3192 18.3057 17.1784 0.428 -0.239 -0.867 0.22
O -0.3656 16.8286 15.2395 -0.957 -1.275 0.496 -0.57
H 1.3364 15.7172 15.0544 -0.476 -0.087 0.171 0.34
H 1.4964 17.2829 14.4514 -0.225 0.530 0.528 0.41
H 2.7227 16.8902 16.7168 -0.922 0.003 -0.566 0.26
H 1.2527 16.1659 17.3402 -0.119 1.092 -0.422 -0.63
H 0.6640 18.2100 17.8695 -0.687 -0.169 0.826 -0.42
H -0.6548 17.6813 14.9762 -0.196 1.222 -0.251 0.28
C 0.3350 12.1662 17.4511 1.525 0.935 -1.191 -0.76
C 1.8072 12.3851 17.1134 0.319 -2.389 1.286 -0.39
O 2.1410 13.4626 16.3144 -0.732 1.206 -0.304 -0.42
O -0.1526 13.1058 18.3589 -0.936 1.806 -1.525 -0.33
H 0.3125 11.2110 17.8719 -0.130 -1.593 0.998 0.55
H -0.2062 12.0699 16.5182 -0.641 0.429 -0.301 0.63
H 2.0795 11.4564 16.5824 0.189 0.005 0.147 0.38
H 2.3319 12.3453 18.1099 -0.129 0.380 -0.924 0.21
H 3.0634 13.6698 16.4316 0.428 0.127 0.058 0.29
H -0.3891 13.8849 17.7510 0.144 -0.926 1.817 -0.09
C -2.9105 14.4970 17.2960 -0.851 0.253 -0.307 -0.78
C -3.4680 14.2694 18.6884 -0.173 -1.047 -0.986 0.38
O -3.9908 15.4760 19.1721 0.846 0.715 1.558 -0.66
O -1.6945 15.2281 17.3721 0.535 -1.110 0.791 -0.60
H -3.5914 15.0434 16.6567 -0.523 0.462 0.215 0.41
H -2.8646 13.5487 16.7904 0.982 -0.725 -0.199 0.38
H -2.6337 13.8001 19.2695 -0.765 0.515 0.022 -0.55
H -4.3076 13.4999 18.5730 1.001 1.034 0.375 0.42
H -3.2992 15.9469 19.7209 -0.914 -0.713 -0.900 0.14
H -1.5295 15.8262 16.6609 0.056 0.564 -1.452 0.08
C 5.8430 22.9026 25.4814 -0.166 0.366 -0.190 0.00
C 5.9922 22.2281 26.8070 -1.223 0.502 0.338 -0.57
O 5.8102 20.8589 26.5168 0.476 -0.747 0.692 -0.51
O 6.9539 22.4383 24.6880 -0.803 -0.595 1.142 -0.58
H 5.8849 23.9625 25.5291 0.264 1.212 0.384 0.48
H 4.8189 22.7079 25.1163 0.541 -0.566 -0.483 -0.03
H 5.1763 22.4815 27.5204 0.518 0.111 -0.569 0.34
H 6.9417 22.5282 27.2656 0.089 -0.593 -0.006 0.29
H 6.5205 20.6452 25.9084 0.173 -0.283 -0.253 0.32
H 6.9134 22.8612 23.8506 0.000 0.465 -1.165 0.30
C 6.9517 15.6279 16.9744 0.125 0.063 -1.222 -0.67
C 7.9928 15.5800 18.0542 0.591 -0.396 0.417 -0.24
O 7.8751 14.2819 18.6446 -0.095 -0.089 0.504 -0.56
O 5.6222 15.3728 17.4008 -0.015 0.589 0.264 -0.39
H 7.1971 14.8912 16.1859 0.127 0.136 0.374 0.30
H 6.9861 16.5997 16.4795 -0.201 0.102 0.130 0.36
H 7.9002 16.3622 18.8313 -0.155 -0.258 -0.549 0.26
H 8.9846 15.6304 17.5728 -0.264 0.341 0.094 0.32
H 8.1934 14.3120 19.5572 -0.128 0.009 -0.314 0.32
H 5.7071 14.6480 18.0200 -0.040 -0.513 0.351 0.25
C 4.8997 19.0652 18.9260 1.604 0.257 -0.044 0.25
C 5.1657 18.2134 20.2061 0.190 0.695 -0.801 0.59
O 5.8140 16.9930 19.9034 0.071 0.000 -0.039 -0.51
O 4.4220 20.3397 19.2611 -0.634 0.376 0.227 -0.56
H 4.1813 18.6252 18.2316 -0.037 -0.755 0.223 -0.30
H 5.8372 19.2247 18.3325 -0.308 -0.579 0.482 0.33
H 4.2008 18.0498 20.6421 -0.641 -0.296 0.403 -0.63
H 5.7741 18.7273 20.9838 -0.230 -0.028 -0.831 0.44
H 5.4629 16.6388 19.0726 -0.037 -0.035 0.022 0.24
H 3.8449 20.5776 18.5156 0.059 0.404 0.197 0.23
C 3.4500 22.7219 15.9258 0.712 1.916 -0.077 -0.52
C 2.6752 21.4956 15.6164 0.609 -1.531 0.980 0.18
O 2.8605 20.6610 16.8121 -0.112 0.508 -0.783 -0.29
O 3.1303 23.7533 14.9208 0.581 -0.601 0.402 -0.54
H 4.5581 22.5281 15.9534 -1.035 0.100 -0.081 0.37
H 3.1724 23.1264 16.9308 0.093 -0.175 -0.933 0.15
H 3.1880 21.0347 14.7593 -0.557 -0.239 0.000 0.35
H 1.6202 21.7126 15.4039 0.255 -0.096 0.173 -0.16
H 2.4622 19.7778 16.7408 -0.390 0.162 -0.182 0.13
H 3.6712 23.6394 14.1123 -0.414 -0.061 0.859 0.30
```
Positions in Å, forces in eV/Å.

Values from the calculation:
HOMO-LUMO gap: 8.44 eV
HOMO level: -8.18 eV
molar mass: 1440.09 g/mol
E_LUMO: 0.0094 hartree
max |F|: 3.56 eV/Å